Density functional theory data (ωB97M-V/def2-TZVPD) for a molecular structure, C28H23LuN4.

Element x y z (Å)
Lu1 0.15 0.09 0.00
C1 -1.20 -0.05 3.17
C2 0.28 -0.03 3.38
C3 0.83 -0.01 4.65
C4 2.20 0.00 4.80
C5 3.00 -0.02 3.67
C6 2.41 -0.04 2.42
N1 1.06 -0.04 2.28
C7 3.22 -0.04 1.17
C8 4.61 -0.02 1.20
C9 5.30 -0.01 0.00
C10 4.61 -0.02 -1.19
C11 3.22 -0.05 -1.16
N2 2.55 -0.07 0.00
C12 2.41 -0.04 -2.41
C13 3.01 -0.03 -3.66
C14 2.21 0.00 -4.80
C15 0.84 0.00 -4.66
C16 0.29 -0.02 -3.38
C17 -1.20 -0.04 -3.17
N3 1.07 -0.04 -2.28
H1 -1.73 -0.02 4.12
H2 -1.49 -0.96 2.65
H3 -1.51 0.82 2.58
H4 0.18 0.00 5.52
H5 2.67 0.01 5.78
H6 4.07 -0.03 3.78
H7 5.15 0.00 2.13
H8 6.38 0.01 0.00
H9 5.15 -0.01 -2.12
H10 4.08 -0.03 -3.77
H11 2.68 0.01 -5.77
H12 0.19 0.00 -5.52
H13 -1.73 -0.01 -4.12
H14 -1.51 0.82 -2.58
H15 -1.49 -0.96 -2.65
C18 -2.75 -3.48 0.00
C19 -4.00 -2.86 0.00
C20 -4.07 -1.48 0.00
C21 -2.90 -0.71 0.00
N4 -1.69 -1.33 0.00
C22 -1.64 -2.68 0.00
C23 -2.92 0.78 0.00
C24 -4.13 1.47 0.00
C25 -4.16 2.85 0.00
C26 -2.98 3.57 0.00
C27 -1.77 2.89 0.00
C28 -1.68 1.49 0.00
H16 -2.66 -4.56 0.00
H17 -4.90 -3.45 0.00
H18 -5.03 -1.00 0.00
H19 -0.65 -3.12 0.00
H20 -5.07 0.94 0.00
H21 -5.11 3.38 0.00
H22 -2.99 4.65 0.00
H23 -0.86 3.48 0.00

Summary:
Maximum force (Eh/bohr): 0.010
Total charge: +2
Kohn-Sham gap (eV): 7.24
LUMO (eV): -6.60
HOMO level (eV): -13.85
Energy relative to the best compared isomer or geometry (same formula, charge and spin) (kcal per mole): 2.75
Spin multiplicity: 1

---

Density functional theory data (ωB97M-V/def2-TZVPD) for C24H27N3O3S in the gas phase.

Element x y z (Å)
C1 -1.82 -5.04 -2.14
H1 -1.69 -4.16 -2.78
O1 -0.66 -5.32 -1.40
C2 -0.20 -4.37 -0.53
C3 -0.81 -3.15 -0.30
C4 -0.25 -2.25 0.62
C5 0.93 -2.59 1.30
C6 1.54 -3.83 1.06
C7 0.98 -4.70 0.16
H2 1.43 -5.66 -0.05
H3 2.44 -4.09 1.58
N1 1.46 -1.70 2.20
C8 0.95 -0.47 2.48
O2 1.53 0.27 3.27
C9 -0.28 -0.12 1.78
C10 -0.84 -0.98 0.90
H4 -1.75 -0.71 0.39
C11 -0.88 1.23 2.07
N2 -0.83 2.13 0.92
C12 0.30 2.30 0.19
N3 1.45 1.90 0.78
C13 2.73 1.67 0.26
C14 3.00 1.55 -1.10
C15 4.29 1.29 -1.54
C16 5.31 1.12 -0.61
C17 5.04 1.21 0.75
C18 3.75 1.48 1.18
H5 3.54 1.54 2.24
H6 5.83 1.07 1.47
H7 6.32 0.92 -0.94
C19 4.59 1.17 -3.00
H8 3.73 1.48 -3.59
H9 4.83 0.14 -3.26
H10 5.44 1.79 -3.27
H11 2.22 1.68 -1.82
H12 1.42 1.77 1.79
S1 0.23 3.03 -1.30
C20 -2.07 2.72 0.47
H13 -1.82 3.64 -0.07
H14 -2.67 2.96 1.35
C21 -2.87 1.80 -0.48
C22 -4.03 2.54 -1.15
H15 -4.28 2.06 -2.09
C23 -5.16 2.35 -0.13
H16 -5.09 3.09 0.66
C24 -4.85 0.95 0.41
H17 -5.40 0.18 -0.15
H18 -5.10 0.84 1.47
O3 -3.46 0.72 0.23
H19 -6.14 2.40 -0.58
H20 -3.80 3.59 -1.34
H21 -2.17 1.38 -1.21
H22 -1.93 1.10 2.32
H23 -0.36 1.67 2.93
H24 2.33 -1.95 2.67
H25 -1.71 -2.86 -0.80
H26 -2.69 -4.90 -1.49
H27 -1.98 -5.92 -2.76

Summary:
Maximum force (Eh/bohr): 0.017
SMILES: COc1ccc2[nH]c(=O)c(CN(C[C@@H]3CCCO3)C(=S)Nc3cccc(C)c3)cc2c1
Kohn-Sham gap (eV): 7.82
LUMO (eV): 0.08
HOMO level (eV): -7.74
Energy relative to the best compared isomer or geometry (same formula, charge and spin) (kcal per mole): 18.51
Spin multiplicity: 1

---

Density functional theory data (ωB97M-V/def2-TZVPD) for 13 unconnected molecules or ions with the total composition C89H183N13O9 in a non-equilibrium geometry.

Element x y z (Å)
C1 -3.32 -0.68 -5.53
C2 -1.90 -0.74 -5.88
N1 -0.75 -0.82 -6.10
H1 -3.59 0.14 -4.86
H2 -3.63 -1.64 -5.11
H3 -3.92 -0.41 -6.40
C3 -3.41 -1.46 3.77
C4 -4.36 -0.40 3.66
N2 -5.23 0.41 3.57
H4 -2.96 -1.46 2.78
H5 -3.98 -2.36 3.97
H6 -2.73 -1.25 4.60
C5 4.79 -2.99 0.40
C6 5.45 -2.50 -0.79
N3 5.85 -2.17 -1.76
H7 4.34 -3.93 0.07
H8 4.02 -2.35 0.84
H9 5.69 -3.16 1.00
C7 -3.85 4.36 1.99
C8 -5.02 3.55 2.32
N4 -5.97 2.93 2.53
H10 -3.78 5.22 2.66
H11 -3.84 4.79 0.99
H12 -2.95 3.80 2.23
C9 -0.32 7.95 -3.60
C10 0.91 7.20 -3.18
C11 2.07 8.22 -3.13
C12 2.21 9.02 -1.82
C13 2.27 8.05 -0.70
C14 1.13 7.04 -0.60
N5 0.91 6.40 -1.92
O1 -0.11 5.42 -1.96
C15 1.51 6.00 0.47
C16 -0.19 7.65 -0.13
C17 1.35 6.18 -4.27
H13 -0.54 8.04 -4.66
H14 -0.50 8.89 -3.06
H15 -1.08 7.29 -3.18
H16 3.07 7.81 -3.34
H17 1.95 8.88 -3.98
H18 1.46 9.79 -1.64
H19 3.15 9.57 -1.90
H20 2.26 8.65 0.21
H21 3.30 7.72 -0.78
H22 2.37 5.44 0.11
H23 1.78 6.55 1.37
H24 0.73 5.25 0.62
H25 -0.46 8.54 -0.69
H26 -1.03 6.95 -0.12
H27 -0.22 7.92 0.92
H28 1.48 6.62 -5.26
H29 0.53 5.47 -4.38
H30 2.26 5.70 -3.92
H31 0.27 4.61 -2.31
C18 -1.22 -4.60 -4.10
C19 -0.03 -5.64 -4.15
C20 1.23 -5.04 -4.87
C21 1.93 -3.99 -3.99
C22 2.34 -4.73 -2.70
C23 1.21 -5.38 -1.91
N6 0.35 -6.13 -2.85
O2 -0.56 -6.92 -2.25
C24 1.83 -6.44 -1.01
C25 0.50 -4.32 -1.03
C26 -0.43 -6.82 -5.00
H32 -1.05 -3.53 -4.23
H33 -1.78 -4.75 -3.17
H34 -1.92 -4.79 -4.91
H35 1.83 -5.87 -5.23
H36 0.89 -4.56 -5.79
H37 1.25 -3.18 -3.72
H38 2.78 -3.51 -4.47
H39 2.89 -4.06 -2.05
H40 3.03 -5.52 -2.99
H41 2.53 -6.06 -0.27
H42 1.02 -6.85 -0.40
H43 2.32 -7.17 -1.66
H44 0.00 -3.55 -1.62
H45 -0.32 -4.78 -0.49
H46 1.15 -3.75 -0.36
H47 0.36 -7.58 -5.04
H48 -0.66 -6.44 -5.99
H49 -1.31 -7.33 -4.62
H50 -0.20 -7.79 -2.41
C27 -0.81 0.08 5.93
C28 -1.48 1.32 6.60
C29 -2.77 0.91 7.33
C30 -2.55 0.13 8.61
C31 -1.66 0.92 9.60
C32 -0.26 1.31 8.97
N7 -0.53 1.95 7.64
O3 0.51 2.57 7.16
C33 0.33 2.35 10.07
C34 0.68 0.11 8.93
C35 -1.71 2.38 5.39
H51 -1.06 -0.12 4.88
H52 -1.01 -0.81 6.52
H53 0.26 0.26 6.05
H54 -3.30 1.85 7.50
H55 -3.42 0.39 6.62
H56 -2.13 -0.85 8.37
H57 -3.54 -0.06 9.03
H58 -1.55 0.19 10.41
H59 -2.18 1.71 10.14
H60 1.23 2.79 9.64
H61 -0.27 3.24 10.21
H62 0.65 1.88 11.00
H63 0.25 -0.71 8.35
H64 1.70 0.36 8.61
H65 0.70 -0.37 9.90
H66 -0.84 2.60 4.77
H67 -1.88 3.41 5.72
H68 -2.55 2.08 4.78
H69 0.27 3.50 7.26
C36 6.36 0.04 6.89
C37 6.02 -0.33 5.44
C38 4.61 0.28 5.09
C39 4.41 0.54 3.62
C40 5.54 1.43 3.02
C41 7.00 0.90 3.31
N8 7.07 0.30 4.65
O4 8.38 -0.17 4.91
C42 7.30 -0.06 2.14
C43 7.95 2.14 3.13
C44 5.88 -1.85 5.14
H70 6.26 1.12 7.06
H71 7.35 -0.21 7.26
H72 5.80 -0.56 7.61
H73 3.76 -0.37 5.28
H74 4.42 1.23 5.58
H75 3.47 1.05 3.43
H76 4.33 -0.41 3.09
H77 5.47 2.45 3.38
H78 5.29 1.56 1.96
H79 8.38 -0.07 1.95
H80 6.93 -1.09 2.22
H81 6.86 0.39 1.25
H82 9.00 1.91 3.32
H83 7.84 2.44 2.08
H84 7.71 3.04 3.69
H85 6.87 -2.28 5.25
H86 5.57 -2.12 4.13
H87 5.32 -2.39 5.90
H88 8.32 -1.07 4.59
C45 1.22 -2.82 5.20
C46 0.27 -3.84 4.44
C47 1.18 -4.96 3.90
C48 0.30 -6.13 3.34
C49 -0.48 -6.72 4.53
C50 -1.45 -5.73 5.25
N9 -0.69 -4.40 5.40
O5 -1.56 -3.47 5.83
C51 -2.67 -5.73 4.40
C52 -1.62 -6.24 6.67
C53 -0.39 -3.11 3.27
H89 1.79 -2.16 4.55
H90 1.99 -3.28 5.82
H91 0.66 -2.22 5.92
H92 1.75 -4.50 3.09
H93 1.88 -5.30 4.67
H94 0.96 -6.88 2.92
H95 -0.36 -5.86 2.52
H96 0.19 -7.15 5.28
H97 -1.00 -7.58 4.13
H98 -2.49 -5.68 3.33
H99 -3.23 -6.66 4.50
H100 -3.45 -5.04 4.72
H101 -0.72 -6.50 7.23
H102 -2.32 -5.64 7.25
H103 -2.17 -7.17 6.57
H104 -1.27 -3.63 2.88
H105 0.33 -3.06 2.45
H106 -0.63 -2.08 3.54
H107 -1.37 -3.53 6.76
C54 3.00 0.08 -7.48
C55 3.77 0.65 -6.32
C56 4.06 2.14 -6.76
C57 4.29 3.15 -5.59
C58 3.22 2.97 -4.49
C59 3.10 1.50 -3.98
N10 2.87 0.57 -5.16
O6 2.38 -0.67 -4.83
C60 4.36 1.24 -3.05
C61 1.68 1.51 -3.17
C62 5.08 -0.13 -6.03
H108 3.59 0.02 -8.40
H109 2.03 0.55 -7.61
H110 2.68 -0.94 -7.30
H111 4.87 2.31 -7.46
H112 3.15 2.45 -7.28
H113 4.29 4.14 -6.04
H114 5.30 2.91 -5.27
H115 2.32 3.43 -4.89
H116 3.47 3.63 -3.65
H117 4.24 0.17 -2.89
H118 5.28 1.45 -3.59
H119 4.31 1.74 -2.07
H120 1.42 0.51 -2.83
H121 1.57 2.15 -2.29
H122 0.93 1.69 -3.95
H123 5.64 -0.47 -6.89
H124 4.86 -1.08 -5.55
H125 5.81 0.43 -5.43
H126 1.50 -0.61 -5.22
C63 -1.70 5.60 -6.67
C64 -1.84 4.05 -6.45
C65 -2.07 3.78 -4.91
C66 -3.45 4.07 -4.29
C67 -4.53 3.35 -5.16
C68 -4.37 3.71 -6.70
N11 -3.00 3.55 -7.21
O7 -2.82 3.77 -8.52
C69 -5.26 2.63 -7.47
C70 -5.02 5.06 -6.98
C71 -0.57 3.38 -6.82
H127 -1.28 5.86 -7.65
H128 -1.07 6.04 -5.90
H129 -2.63 6.16 -6.56
H130 -1.74 2.76 -4.73
H131 -1.30 4.23 -4.28
H132 -3.66 5.14 -4.19
H133 -3.38 3.78 -3.24
H134 -5.50 3.54 -4.72
H135 -4.18 2.31 -5.19
H136 -5.11 2.84 -8.53
H137 -4.86 1.64 -7.26
H138 -6.33 2.70 -7.29
H139 -4.65 5.88 -6.37
H140 -4.82 5.27 -8.03
H141 -6.11 5.00 -6.90
H142 -0.18 3.48 -7.83
H143 -0.69 2.31 -6.68
H144 0.20 3.66 -6.10
H145 -2.66 2.87 -8.82
C72 -3.41 -5.32 0.29
C73 -4.90 -5.40 0.52
C74 -5.27 -4.28 1.48
C75 -5.44 -2.85 0.95
C76 -6.29 -2.81 -0.32
C77 -5.79 -3.91 -1.37
N12 -5.61 -5.21 -0.74
O8 -5.43 -6.35 -1.63
C78 -7.02 -4.07 -2.30
C79 -4.55 -3.32 -2.11
C80 -5.21 -6.85 1.08
H146 -3.11 -6.04 -0.47
H147 -3.12 -4.34 -0.09
H148 -2.75 -5.37 1.15
H149 -6.19 -4.72 1.85
H150 -4.56 -4.28 2.31
H151 -5.87 -2.26 1.76
H152 -4.50 -2.40 0.61
H153 -6.01 -1.80 -0.63
H154 -7.34 -2.85 -0.04
H155 -7.37 -3.16 -2.80
H156 -7.89 -4.39 -1.72
H157 -6.74 -4.83 -3.02
H158 -4.86 -2.48 -2.72
H159 -4.13 -4.14 -2.69
H160 -3.78 -2.98 -1.41
H161 -4.82 -6.99 2.09
H162 -6.27 -7.07 1.09
H163 -4.66 -7.60 0.51
H164 -6.34 -6.64 -1.74
C81 2.16 0.64 0.48
C82 0.65 1.00 0.73
C83 0.51 2.51 0.49
C84 -0.96 2.91 0.41
C85 -1.63 2.14 -0.64
C86 -1.48 0.58 -0.57
N13 -0.11 0.19 -0.23
O9 0.12 -1.17 -0.29
C87 -2.57 -0.07 0.33
C88 -1.79 0.04 -2.07
C89 0.32 0.60 2.17
H165 2.81 1.45 0.82
H166 2.39 0.63 -0.59
H167 2.60 -0.28 0.85
H168 0.81 3.05 1.39
H169 1.12 2.84 -0.35
H170 -0.94 3.99 0.32
H171 -1.35 2.61 1.38
H172 -1.15 2.49 -1.55
H173 -2.67 2.48 -0.67
H174 -2.64 -1.14 0.17
H175 -2.33 0.19 1.36
H176 -3.61 0.24 0.16
H177 -2.71 0.51 -2.42
H178 -0.99 0.41 -2.70
H179 -1.99 -1.03 -2.15
H180 -0.68 0.84 2.52
H181 1.01 1.12 2.83
H182 0.50 -0.47 2.33
H183 0.70 -1.21 -1.06

Summary:
Maximum force (Eh/bohr): 0.136
Kohn-Sham gap (eV): 8.22
LUMO (eV): 0.30
HOMO level (eV): -7.91
Spin multiplicity: 1

---

Density functional theory data (ωB97M-V/def2-TZVPD) for C5H7NO in the gas phase.

Element x y z (Å)
C1 -1.35 0.74 -1.84
C2 -0.63 0.07 -0.72
C3 0.57 0.40 -0.18
C4 0.79 -0.46 0.94
N1 1.94 -0.30 1.74
C5 -0.30 -1.30 0.97
O1 -1.16 -0.97 -0.05
H1 -1.56 0.08 -2.69
H2 -0.70 1.55 -2.20
H3 -2.29 1.20 -1.52
H4 1.26 1.12 -0.59
H5 2.22 0.67 1.81
H6 1.92 -0.72 2.66
H7 -0.67 -2.06 1.64

Summary:
Maximum force (Eh/bohr): 0.018
SMILES: Cc1cc(N)co1
Kohn-Sham gap (eV): 8.93
LUMO (eV): 1.08
HOMO level (eV): -7.85
Energy relative to the best compared isomer or geometry (same formula, charge and spin) (kcal per mole): 19.14
Spin multiplicity: 1

---

Density functional theory data (ωB97M-V/def2-TZVPD) for C4H8ClN in the gas phase in a non-equilibrium geometry.

Element x y z (Å)
C1 0.42 -0.87 -1.12
C2 -0.13 -0.09 0.05
C3 0.78 -0.22 1.31
C4 -0.72 1.24 -0.19
H1 1.40 -0.47 -1.47
H2 0.48 -1.93 -0.91
H3 -0.21 -0.70 -2.00
H4 1.83 -0.27 1.03
H5 0.50 -1.14 1.84
H6 -0.63 2.04 0.52
H7 -0.74 1.56 -1.23
H8 -2.16 -0.39 -0.51
N1 -1.53 0.10 0.17
Cl1 0.70 1.13 2.50

Summary:
Maximum force (Eh/bohr): 0.039
SMILES: C[C@@]1(CCl)CN1
Kohn-Sham gap (eV): 10.21
LUMO (eV): 0.96
HOMO level (eV): -9.25
Energy relative to the best compared isomer or geometry (same formula, charge and spin) (kcal per mole): 15.15
Spin multiplicity: 1

---

Density functional theory data (ωB97M-V/def2-TZVPD) for C9H14O2Si in the gas phase in a non-equilibrium geometry.

Element x y z (Å)
C1 -1.53 0.05 -3.14
C2 -1.19 1.14 -2.44
C3 -1.39 -1.36 -2.84
C4 -0.56 1.27 -1.13
C5 -0.78 -1.88 -1.77
C6 -0.07 0.33 -0.33
C7 0.37 2.14 2.09
C8 2.57 0.06 1.31
C9 -0.17 -0.95 2.46
O1 -0.13 -1.12 -0.73
O2 -0.67 -3.18 -1.48
Si1 0.69 0.39 1.40
H1 -1.99 0.23 -4.11
H2 -1.42 2.10 -2.90
H3 -1.82 -2.06 -3.54
H4 -0.48 2.28 -0.76
H5 0.85 2.90 1.47
H6 -0.70 2.37 2.11
H7 0.75 2.24 3.10
H8 2.94 -0.34 2.25
H9 2.81 -0.65 0.52
H10 3.12 0.98 1.11
H11 0.47 -1.82 2.59
H12 -0.42 -0.58 3.44
H13 -1.09 -1.29 1.99
H14 -0.16 -3.25 -0.65

Summary:
Maximum force (Eh/bohr): 0.059
SMILES: C[Si](C)(C)C1=CC=CC=C(O)O1
Kohn-Sham gap (eV): 7.78
LUMO (eV): 0.42
HOMO level (eV): -7.36
Energy relative to the best compared isomer or geometry (same formula, charge and spin) (kcal per mole): 67.90
Spin multiplicity: 1

---

Density functional theory data (ωB97M-V/def2-TZVPD) for C7H11NOS2 in the gas phase in a non-equilibrium geometry.

Element x y z (Å)
C1 -0.65 -0.37 0.90
C2 -0.52 0.40 -0.30
C3 0.41 -1.47 0.85
C4 -1.87 -0.42 1.77
C5 0.83 0.67 -0.84
C6 1.91 -1.03 0.65
C7 1.95 0.38 0.12
N1 -1.21 1.42 -2.57
O1 -2.01 2.08 -3.38
S1 -0.53 0.54 2.57
S2 -1.85 0.83 -1.24
H1 0.29 -2.01 1.74
H2 0.15 -2.11 0.00
H3 -2.71 0.01 1.31
H4 -2.29 -1.41 2.01
H5 0.90 -0.01 -1.68
H6 0.82 1.74 -1.26
H7 2.39 -0.99 1.62
H8 2.25 -1.85 0.17
H9 2.83 0.56 -0.48
H10 1.90 0.96 1.04
H11 -2.98 2.07 -3.01

Summary:
Maximum force (Eh/bohr): 0.088
Kohn-Sham gap (spin up / spin down) (eV): 6.70 / 8.04
LUMO (spin up / spin down) (eV): 0.44 / -0.84
Expectation value of S²: 2.013
HOMO level (spin up / spin down) (eV): -6.26 / -8.89
Energy relative to the best compared isomer or geometry (same formula, charge and spin) (kcal per mole): 33.46
Spin multiplicity: 3

---

Density functional theory data (ωB97M-V/def2-TZVPD) for C5H9NO in the gas phase.

Element x y z (Å)
C1 1.89 0.12 -1.89
N1 0.72 -0.39 -1.26
C2 0.56 -1.24 -0.34
C3 -0.86 -1.03 0.13
C4 -0.90 -0.12 1.26
O1 -1.55 -1.39 1.32
C5 -1.52 1.25 1.19
H1 2.14 1.06 -1.39
H2 1.61 0.38 -2.91
H3 2.78 -0.53 -1.90
H4 1.31 -1.86 0.18
H5 0.00 -0.14 1.87
H6 -1.51 -0.88 -0.73
H7 -1.97 1.56 2.14
H8 -0.68 1.92 0.97
H9 -2.24 1.36 0.38

Summary:
Maximum force (Eh/bohr): 0.009
SMILES: C/N=C/[C@H]1O[C@@H]1C
Kohn-Sham gap (eV): 10.45
LUMO (eV): 1.03
HOMO level (eV): -9.42
Energy relative to the best compared isomer or geometry (same formula, charge and spin) (kcal per mole): 79.26
Spin multiplicity: 1

---

What did the eighth record say?
Density functional theory data (ωB97M-V/def2-TZVPD) for C5H9NO in the gas phase.

Element x y z (Å)
C1 1.89 0.12 -1.89
N1 0.72 -0.39 -1.26
C2 0.56 -1.24 -0.34
C3 -0.86 -1.03 0.13
C4 -0.90 -0.12 1.26
O1 -1.55 -1.39 1.32
C5 -1.52 1.25 1.19
H1 2.14 1.06 -1.39
H2 1.61 0.38 -2.91
H3 2.78 -0.53 -1.90
H4 1.31 -1.86 0.18
H5 0.00 -0.14 1.87
H6 -1.51 -0.88 -0.73
H7 -1.97 1.56 2.14
H8 -0.68 1.92 0.97
H9 -2.24 1.36 0.38

Summary:
Maximum force (Eh/bohr): 0.009
SMILES: C/N=C/[C@H]1O[C@@H]1C
Kohn-Sham gap (eV): 10.45
LUMO (eV): 1.03
HOMO level (eV): -9.42
Energy relative to the best compared isomer or geometry (same formula, charge and spin) (kcal per mole): 79.26
Spin multiplicity: 1

---

Which formula does entry 5 have? C4H8ClN